Entry 1:
{
  "formula": "C5H10B2F3O4Sr",
  "method": "ωB97M-V/def2-TZVPD",
  "spin_multiplicity": 1,
  "charge": 1,
  "orbital_gap_ha": 0.16738,
  "e_homo_ha": -0.39043,
  "species": ["O", "B", "O", "C", "C", "C", "C", "F", "F", "F", "C", "O", "B", "O", "H", "H", "H", "H", "H", "H", "H", "H", "H", "H", "Sr"],
  "positions_angstrom": [[0.33144, 2.49381, 1.14219], [-0.52937, 1.78980, 0.35890], [-1.25989, 2.57343, -0.60781], [-0.62754, 0.25683, 0.39857], [0.60444, -0.61890, 0.73166], [1.94363, -0.29435, 0.08102], [2.09274, -0.89302, -1.29830], [2.26620, -2.21873, -1.20813], [1.01070, -0.70789, -2.09023], [3.12287, -0.33564, -1.96443], [-1.74525, -0.20252, 1.48800], [-2.64756, -0.91730, 0.77820], [-2.14188, -1.22008, -0.59008], [-1.26918, 0.00200, -0.80385], [0.87048, 1.87084, 1.63002], [-1.01257, 2.27958, -1.47938], [0.37260, -1.63030, 0.46106], [0.72398, -0.60183, 1.79702], [2.21566, 0.76872, 0.10364], [2.71390, -0.77170, 0.65175], [-1.31484, -0.87223, 2.21930], [-2.17125, 0.65901, 1.98336], [-1.37727, -2.20653, -0.62919], [-2.98346, -1.34262, -1.44604], [0.81139, 2.13962, -1.70725]],
  "forces_ev_per_a": [[0.26, 0.76, -0.86], [-1.64, -0.19, 2.08], [1.68, 0.87, 0.77], [0.00, -0.39, -0.20], [0.04, 0.87, -0.50], [-0.50, -0.19, -0.24], [0.00, -1.28, 0.46], [0.15, 0.85, -0.22], [-0.11, 0.73, -0.24], [0.26, 0.15, -0.16], [-0.12, -0.22, -0.27], [-0.60, 0.29, -0.77], [0.10, -1.08, -0.27], [0.72, 0.38, -1.50], [0.17, -0.07, 0.72], [-4.52, -0.72, 0.23], [-0.46, -0.65, -0.03], [0.26, -0.02, 0.66], [0.09, 0.28, -0.19], [0.68, -0.15, 0.36], [0.79, 0.14, 0.56], [-0.42, 0.37, 0.36], [-0.16, 0.15, 0.26], [-0.07, 0.30, 0.15], [3.40, -1.19, -1.15]],
  "nbo_charge": [-0.8554, 0.9773, -0.8109, -0.1771, -0.4595, -0.5124, 0.9653, -0.2858, -0.3414, -0.3344, -0.0114, -0.6581, 0.4218, -0.7641, 0.5120, 0.3851, 0.2920, 0.2310, 0.1415, 0.2874, 0.1752, 0.1631, -0.1559, -0.0801, 1.8945]
}

---

Entry 2:
{
  "formula": "C32H29NO4STc",
  "method": "ωB97M-V/def2-TZVPD",
  "de_lowest_kj_mol": 178.9,
  "spin_multiplicity": 4,
  "charge": 2,
  "s2": 3.798,
  "orbital_gap_ha": [0.15373, 0.15082],
  "e_homo_ha": [-0.46239, -0.46141],
  "species": ["Tc", "C", "C", "C", "C", "C", "C", "C", "H", "H", "H", "H", "H", "H", "H", "H", "C", "C", "C", "C", "C", "C", "C", "C", "S", "C", "N", "C", "C", "C", "C", "C", "C", "C", "C", "H", "H", "H", "H", "H", "H", "H", "H", "H", "H", "H", "H", "H", "H", "H", "H", "O", "C", "O", "C", "C", "C", "C", "O", "C", "O", "C", "C", "H", "H", "H", "H", "H"],
  "positions_angstrom": [[0.11673, 0.11789, 0.27560], [-4.00060, -0.58007, 2.06474], [-2.71614, 0.15581, 1.98955], [-2.54983, 1.26797, 1.16272], [-1.36159, 2.00594, 1.18016], [-0.30902, 1.65003, 2.05607], [-0.49053, 0.53409, 2.90234], [-1.65080, -0.21240, 2.83236], [-4.60358, -0.15237, 2.86811], [-3.84276, -1.62710, 2.30647], [-4.56846, -0.50424, 1.14248], [-3.36467, 1.59606, 0.53655], [-1.31093, 2.94528, 0.64471], [0.48329, 2.36400, 2.26090], [0.25421, 0.29469, 3.64683], [-1.78843, -1.05542, 3.49406], [3.88096, -1.27899, 4.34853], [4.51868, 0.11646, 4.22926], [3.76735, 1.09476, 5.14892], [5.96809, 0.01972, 4.70845], [4.41615, 0.62075, 2.80232], [5.52180, 1.16475, 2.13061], [5.43558, 1.63623, 0.83868], [4.21289, 1.57575, 0.19211], [3.81785, 2.09225, -1.42178], [2.21455, 1.55043, -1.18105], [1.95112, 1.02830, 0.02854], [3.08288, 1.03126, 0.82851], [3.19942, 0.55343, 2.12860], [1.15239, 1.53197, -2.13826], [1.18737, 2.11305, -3.40560], [0.08895, 1.98662, -4.23266], [-1.03585, 1.29533, -3.79760], [-1.07063, 0.71743, -2.53451], [0.01653, 0.82825, -1.68536], [4.10828, -1.69534, 5.32552], [4.28597, -1.94862, 3.59294], [2.79884, -1.24988, 4.25477], [3.77815, 0.70711, 6.16366], [2.73002, 1.22048, 4.84704], [4.24604, 2.07069, 5.15189], [5.98928, -0.39260, 5.71279], [6.44375, 0.99551, 4.75308], [6.55346, -0.63542, 4.06766], [6.48072, 1.21683, 2.61667], [6.29753, 2.03617, 0.33186], [2.33605, 0.10934, 2.59824], [2.06305, 2.65980, -3.71843], [0.10571, 2.43050, -5.21437], [-1.89920, 1.22096, -4.43919], [-1.95371, 0.17778, -2.22554], [-2.43308, -2.13094, -0.90063], [-1.23780, -2.30709, -0.91538], [-0.45635, -1.56151, -0.15655], [-0.55407, -3.35255, -1.72113], [0.83733, -3.52377, -1.66153], [1.47944, -4.52211, -2.37159], [0.68307, -5.35372, -3.13715], [1.02579, -6.40384, -3.88508], [-0.16274, -6.94018, -4.41539], [-1.23228, -6.12148, -4.01022], [-0.72190, -5.17463, -3.21124], [-1.35863, -4.17033, -2.51799], [1.42103, -2.86712, -1.03179], [2.54460, -4.66340, -2.32768], [-0.31270, -7.96526, -4.03547], [-0.10719, -6.97970, -5.51311], [-2.42542, -4.02723, -2.56521]],
  "forces_ev_per_a": [[-0.06, 1.07, -0.43], [-0.15, -0.11, -0.10], [0.10, 0.06, -0.12], [0.27, -0.05, -0.09], [0.01, 0.16, 0.26], [-0.16, 0.34, 0.05], [0.09, -0.04, -0.06], [0.09, -0.02, 0.00], [-0.05, 0.06, 0.06], [0.01, -0.09, -0.03], [-0.02, -0.01, -0.06], [-0.09, -0.01, -0.14], [0.13, -0.11, -0.21], [0.13, -0.22, -0.24], [0.14, -0.05, 0.02], [0.07, -0.11, 0.03], [0.23, 0.18, -0.09], [-0.15, -0.08, 0.34], [0.19, -0.14, -0.07], [-0.14, 0.02, -0.09], [-0.05, -0.01, -0.22], [-0.09, 0.00, -0.06], [-0.11, 0.05, -0.12], [-0.44, -0.12, 0.09], [-0.63, -0.29, 0.31], [0.53, 0.04, 0.35], [0.00, 0.19, -0.76], [1.01, 0.03, 0.57], [0.00, 0.07, -0.14], [-0.48, -0.08, -0.13], [0.10, -0.27, 0.56], [-0.22, -0.06, -0.01], [0.22, 0.16, -0.03], [-0.35, -0.31, 0.34], [0.07, 0.19, 0.18], [-0.02, -0.05, 0.11], [0.00, -0.13, -0.05], [-0.19, -0.01, -0.07], [-0.02, 0.00, 0.16], [-0.17, 0.01, -0.07], [0.02, 0.13, 0.00], [-0.01, -0.04, 0.11], [0.10, 0.11, -0.01], [0.12, -0.07, -0.05], [0.07, -0.03, 0.10], [0.17, 0.09, -0.01], [-0.11, -0.09, 0.19], [0.11, 0.06, -0.12], [-0.03, 0.06, -0.12], [-0.09, -0.09, -0.07], [-0.16, -0.09, 0.02], [0.30, 0.40, 0.27], [-1.47, -2.30, -2.23], [1.39, 1.10, 1.44], [0.51, 0.71, 0.60], [-0.58, 0.37, 0.22], [-0.06, -0.48, -0.42], [-0.98, 0.67, 0.42], [0.83, 0.21, 0.16], [-0.30, -1.56, -0.94], [-0.77, 0.21, -0.10], [0.92, 0.62, 0.68], [0.00, -0.75, -0.55], [0.06, -0.03, 0.02], [0.18, -0.02, 0.03], [0.07, 0.37, 0.02], [0.03, 0.20, 0.29], [-0.11, -0.02, 0.01]],
  "nbo_charge": [1.4772, -0.6624, 0.0982, -0.1432, -0.2127, -0.3281, -0.1991, -0.1824, 0.2685, 0.2520, 0.2547, 0.2517, 0.2722, 0.2841, 0.2606, 0.2599, -0.5964, -0.1144, -0.5892, -0.6099, 0.1620, -0.2019, -0.1745, -0.2519, 0.5907, 0.0988, -0.5417, 0.1875, -0.3024, -0.0784, -0.1566, -0.1585, -0.1519, -0.2151, -0.1601, 0.2343, 0.2190, 0.1864, 0.2298, 0.1852, 0.2228, 0.2330, 0.2160, 0.2192, 0.2467, 0.2481, 0.2026, 0.2393, 0.2508, 0.2498, 0.2475, -0.5587, 0.7794, -0.6576, -0.2160, -0.1549, -0.2745, 0.2959, -0.4402, 0.2273, -0.4629, 0.3065, -0.2292, 0.2049, 0.2450, 0.1784, 0.1831, 0.2559]
}